(1)
This record from the Open Molecules 2025 dataset describes a structure of composition C46H38F3GeN4O2SV. The level of theory is the ωB97M-V functional and the def2-TZVPD basis.

Structure (XYZ):
```
96
Properties=species:S:1:pos:R:3
V 0.82 -0.49 1.10
C 5.00 -0.05 1.23
C 4.29 -0.73 0.09
C 4.11 -0.06 -1.13
C 3.41 -0.65 -2.17
C 2.86 -1.92 -2.01
C 3.05 -2.60 -0.82
C 3.77 -2.01 0.22
H 4.56 0.93 1.41
H 6.06 0.08 1.00
H 4.91 -0.64 2.14
H 4.49 0.95 -1.23
H 3.26 -0.10 -3.09
H 2.26 -2.36 -2.80
H 2.62 -3.58 -0.69
H 3.89 -2.55 1.15
F 1.12 0.08 7.00
C 2.02 0.52 6.10
F 2.87 -0.47 5.88
F 2.72 1.50 6.73
C 1.35 1.06 4.87
C 0.68 2.27 5.00
C 0.01 2.84 3.93
C 0.04 2.15 2.73
N 0.68 1.00 2.60
C 1.33 0.40 3.63
S 1.96 -1.16 3.16
H 0.69 2.77 5.96
H -0.52 3.77 4.02
H -0.46 2.51 1.84
O 2.66 2.36 0.70
C 1.81 2.16 -0.15
N 1.34 3.13 -1.01
C 0.55 2.55 -2.07
C 0.45 1.09 -1.55
O -0.18 0.22 -2.12
N 1.19 0.96 -0.42
C 1.25 2.62 -3.43
C 1.28 1.55 -4.31
C 1.92 1.67 -5.54
C 2.51 2.87 -5.91
C 2.47 3.95 -5.04
C 1.84 3.82 -3.82
C -0.85 3.14 -2.17
C -1.80 2.56 -3.01
C -3.07 3.10 -3.11
C -3.42 4.23 -2.38
C -2.48 4.81 -1.54
C -1.20 4.27 -1.44
H 1.90 3.95 -1.12
H 0.82 0.61 -4.02
H 1.94 0.82 -6.21
H 3.01 2.95 -6.87
H 2.92 4.89 -5.32
H 1.80 4.69 -3.16
H -1.54 1.68 -3.57
H -3.80 2.63 -3.75
H -4.42 4.64 -2.45
H -2.73 5.69 -0.96
H -0.48 4.71 -0.77
Ge -0.14 -2.98 0.75
C -0.54 -3.42 -1.11
C -1.33 -2.58 -1.89
C -1.60 -2.87 -3.22
C -1.06 -4.01 -3.80
C -0.26 -4.86 -3.05
C -0.01 -4.57 -1.71
C -1.62 -3.61 1.87
C -2.95 -3.48 1.45
C -4.00 -3.86 2.27
C -3.74 -4.37 3.54
C -2.43 -4.50 3.97
C -1.39 -4.13 3.14
H 1.05 -3.91 1.20
H -1.71 -1.67 -1.45
H -2.21 -2.20 -3.80
H -1.26 -4.24 -4.84
H 0.16 -5.75 -3.49
H 0.61 -5.24 -1.13
H -3.17 -3.06 0.47
H -5.02 -3.73 1.93
H -4.56 -4.65 4.19
H -2.22 -4.90 4.96
H -0.36 -4.24 3.49
N -0.95 -0.81 1.00
C -2.12 -0.38 1.55
C -3.07 0.28 0.74
C -4.26 0.74 1.28
C -4.54 0.57 2.63
C -3.61 -0.08 3.44
C -2.42 -0.55 2.91
H -2.84 0.42 -0.31
H -4.96 1.25 0.64
H -5.47 0.93 3.05
H -3.82 -0.23 4.49
H -1.70 -1.06 3.54
```

Properties
strongest force on any atom = 0.013 hartree/bohr
spin multiplicity = 4
net charge = -1
E_LUMO (alpha / beta) = 2.43 / 2.25 eV

Here are the Löwdin charges for atoms 1 to 2, given in e: number 1, V, carries 0.54; number 2, C, carries -0.06


(2)
This record from the Open Molecules 2025 dataset describes a cluster of 10 separate species, C20H45N5O20 in total in a non-equilibrium geometry. The level of theory is the ωB97M-V functional and the def2-TZVPD basis.

Structure (XYZ):
```
90
Properties=species:S:1:pos:R:3
C 3.59 -5.74 1.47
C 3.40 -4.92 2.76
O 2.98 -5.40 3.79
N 3.66 -3.41 2.61
H 4.66 -3.28 2.63
H 3.49 -3.10 1.67
C 2.87 -2.62 3.66
H 3.29 -6.78 1.56
H 4.64 -5.77 1.16
H 3.00 -5.34 0.65
H 3.21 -1.61 3.41
H 3.30 -2.85 4.63
H 1.80 -2.82 3.66
C 1.26 2.85 -2.38
C 1.28 2.79 -3.80
O 0.80 3.62 -4.53
N 2.00 1.58 -4.48
H 2.99 1.76 -4.52
H 1.86 0.77 -3.89
C 1.37 1.28 -5.90
H 0.47 3.48 -1.97
H 2.18 3.34 -2.07
H 1.07 1.88 -1.91
H 1.59 2.16 -6.52
H 0.32 1.02 -5.85
H 1.96 0.45 -6.29
C 2.72 0.81 0.77
C 1.65 1.06 1.83
O 1.79 1.60 2.97
N 0.30 0.41 1.70
H 0.33 -0.24 0.92
H 0.17 -0.18 2.50
C -0.85 1.41 1.43
H 3.27 1.74 0.62
H 2.35 0.34 -0.14
H 3.42 0.17 1.30
H -0.99 2.24 2.12
H -1.75 0.80 1.51
H -0.64 1.80 0.43
C -5.23 1.81 4.41
C -5.02 1.11 3.06
O -3.90 0.91 2.64
N -6.20 0.58 2.34
H -5.87 -0.29 1.94
H -6.97 0.37 2.96
C -6.70 1.61 1.26
H -6.26 2.12 4.57
H -4.49 2.57 4.65
H -5.15 1.17 5.29
H -6.86 2.62 1.65
H -7.63 1.23 0.83
H -6.03 1.62 0.40
C -3.63 0.20 -3.02
C -3.56 1.22 -1.89
O -3.20 0.91 -0.80
N -3.90 2.69 -2.31
H -4.47 2.73 -3.14
H -4.40 2.98 -1.48
C -2.65 3.56 -2.47
H -3.12 -0.70 -2.70
H -3.27 0.54 -3.99
H -4.61 -0.26 -3.02
H -3.03 4.57 -2.33
H -2.44 3.53 -3.54
H -1.89 3.33 -1.72
O 0.83 0.02 6.06
C 0.27 -1.06 5.44
O -0.12 -2.04 6.12
O 0.11 -1.02 4.20
H 1.01 0.54 5.27
O -0.02 -0.50 -0.96
C 0.09 -1.01 -2.13
O 0.84 -0.47 -2.93
O -0.60 -2.02 -2.39
H -0.32 -1.30 -0.52
O 3.29 -2.32 -2.23
C 3.75 -2.72 -1.04
O 4.80 -3.38 -0.94
O 3.09 -2.50 -0.02
H 2.56 -1.81 -1.87
O -0.07 -4.19 -0.62
C -0.08 -3.81 0.63
O -0.35 -2.63 0.91
O 0.18 -4.66 1.50
H -0.34 -3.33 -0.95
O 6.17 2.89 -2.48
C 5.02 2.30 -2.83
O 4.24 1.86 -2.00
O 4.71 2.40 -4.01
H 6.61 2.72 -3.31
```

Properties
strongest force on any atom = 0.101 hartree/bohr
spin multiplicity = 1
net charge = 0
E_LUMO = -3.39 eV

Here are the Löwdin charges for atoms 1 to 2, given in e: number 1, C, carries 0.02; number 2, C, carries -0.33


(3)
This record from the Open Molecules 2025 dataset describes a structure of composition C15H23HfN4P in a non-equilibrium geometry. The level of theory is the ωB97M-V functional and the def2-TZVPD basis.

Structure (XYZ):
```
44
Properties=species:S:1:pos:R:3
C -2.72 0.24 -2.94
C -2.49 -0.96 -2.27
C -1.77 -0.98 -1.07
C -1.26 0.22 -0.53
C -1.49 1.42 -1.24
C -2.25 1.44 -2.41
C -1.62 -2.30 -0.34
C -0.22 -2.95 -0.27
N 0.92 -1.99 -0.23
Hf 0.19 0.18 1.12
C -0.84 2.70 -0.76
P 0.78 2.33 0.08
H -2.88 -1.90 -2.67
H -2.43 2.40 -2.90
H -3.28 0.25 -3.88
H -1.45 3.25 -0.03
H -0.60 3.39 -1.59
H -2.02 -2.23 0.69
H -2.25 -3.04 -0.85
H -0.15 -3.57 0.64
C 1.27 3.87 0.86
C 1.85 2.22 -1.40
H -0.05 -3.62 -1.14
C 1.36 -1.62 -1.59
C 2.05 -2.52 0.55
H 1.80 0.73 1.94
H 1.74 -2.52 -2.11
H 0.52 -1.19 -2.16
H 2.16 -0.87 -1.52
H 2.65 -3.22 -0.05
H 2.69 -1.68 0.88
H 1.67 -3.03 1.45
H 1.99 3.23 -1.80
H 2.82 1.79 -1.12
H 1.40 1.58 -2.17
H 1.40 4.65 0.10
H 0.50 4.18 1.58
H 2.21 3.71 1.40
H 1.90 -0.01 1.90
N -0.67 -0.17 2.94
C -0.96 -0.48 4.06
N -1.44 -0.79 5.17
C -0.77 -0.97 6.31
N -0.28 -1.15 7.35
```

Properties
strongest force on any atom = 0.159 hartree/bohr
spin multiplicity = 1
net charge = +2
E_LUMO = -9.18 eV

Here are the natural (NBO) charges for atoms 1 to 2, given in e: number 1, C, carries -0.13; number 2, C, carries -0.20


(4)
This record from the Open Molecules 2025 dataset describes an isolated molecule of C22H27N3O4 in a non-equilibrium geometry. The level of theory is the ωB97M-V functional and the def2-TZVPD basis.

Structure (XYZ):
```
56
Properties=species:S:1:pos:R:3
C 0.81 2.85 -2.46
O 1.50 2.27 -1.38
C 0.77 1.73 -0.35
C -0.61 1.73 -0.33
C -1.34 1.20 0.73
C -2.82 1.28 0.63
O -3.38 2.08 -0.10
N -3.51 0.42 1.43
C -4.95 0.33 1.40
C -5.39 -0.80 0.48
N -5.20 -2.01 0.99
C -5.52 -3.07 0.26
C -6.03 -2.97 -1.02
C -6.21 -1.71 -1.55
C -5.89 -0.58 -0.80
C -6.07 0.79 -1.37
C -0.66 0.66 1.81
C 0.72 0.65 1.80
C 1.46 1.16 0.73
O 2.81 1.09 0.91
C 3.73 1.13 -0.17
C 5.13 1.12 0.45
C 5.40 -0.23 1.13
N 5.22 -1.31 0.19
C 6.29 -2.01 -0.24
C 6.04 -3.08 -1.29
O 7.41 -1.81 0.20
C 3.88 -1.37 -0.34
C 3.56 -0.08 -1.10
H 0.19 3.69 -2.14
H 0.19 2.12 -2.98
H 1.59 3.22 -3.14
H -1.18 2.16 -1.14
H -3.03 -0.35 1.86
H -5.30 0.11 2.41
H -5.34 1.29 1.06
H -5.34 -4.03 0.73
H -6.28 -3.85 -1.59
H -6.61 -1.59 -2.55
H -6.90 1.30 -0.86
H -6.31 0.74 -2.43
H -5.18 1.39 -1.23
H -1.18 0.28 2.68
H 1.28 0.25 2.63
H 3.59 2.06 -0.74
H 5.86 1.29 -0.33
H 5.20 1.92 1.19
H 4.70 -0.36 1.97
H 6.43 -0.27 1.50
H 6.99 -3.57 -1.50
H 5.34 -3.83 -0.91
H 5.65 -2.64 -2.20
H 3.18 -1.47 0.50
H 3.75 -2.23 -0.99
H 4.24 0.03 -1.94
H 2.54 -0.12 -1.48
```

Properties
strongest force on any atom = 0.020 hartree/bohr
spin multiplicity = 1
net charge = 0
E_LUMO = 0.61 eV

Here are the natural (NBO) charges for atoms 1 to 2, given in e: number 1, C, carries -0.25; number 2, O, carries -0.52


(5)
This record from the Open Molecules 2025 dataset describes an isolated molecule of C3H4N2O. The level of theory is the ωB97M-V functional and the def2-TZVPD basis.

Structure (XYZ):
```
10
Properties=species:S:1:pos:R:3
C 0.64 1.21 0.52
C -0.18 0.04 0.07
C -0.32 -1.30 0.31
O -0.83 -1.86 -0.79
N -1.04 -0.86 -1.72
N -0.69 0.22 -1.20
H 1.13 1.54 -0.41
H 0.06 2.06 0.87
H 1.42 0.95 1.23
H -0.18 -2.01 1.12
```

Properties
strongest force on any atom = 0.012 hartree/bohr
spin multiplicity = 1
net charge = 0
E_LUMO = 0.89 eV

Here are the natural (NBO) charges for atoms 1 to 2, given in e: number 1, C, carries -0.63; number 2, C, carries 0.02


(6)
This record from the Open Molecules 2025 dataset describes an isolated molecule of C3H4N2O in a non-equilibrium geometry. The level of theory is the ωB97M-V functional and the def2-TZVPD basis.

Structure (XYZ):
```
10
Properties=species:S:1:pos:R:3
N 2.36 0.58 -1.14
C 1.63 -0.09 -0.55
C 0.66 -0.82 0.23
C -0.74 -0.16 0.31
N -1.16 1.00 -0.32
O -1.38 -0.60 1.24
H 0.99 -0.83 1.28
H 0.58 -1.88 -0.04
H -1.77 1.53 0.28
H -1.17 1.26 -1.30
```

Properties
strongest force on any atom = 0.024 hartree/bohr
spin multiplicity = 1
net charge = 0
E_LUMO = 0.59 eV

Here are the natural (NBO) charges for atoms 1 to 2, given in e: number 1, N, carries -0.31; number 2, C, carries 0.27


(7)
This record from the Open Molecules 2025 dataset describes a structure of composition C8H26IInN3O3P2 in a non-equilibrium geometry. The level of theory is the ωB97M-V functional and the def2-TZVPD basis.

Structure (XYZ):
```
44
Properties=species:S:1:pos:R:3
C -1.55 2.48 -4.13
C -0.97 0.95 -4.28
O -2.00 -0.10 -4.28
In -3.14 -0.12 -2.52
P -5.30 1.18 -3.07
O -5.32 1.49 -4.80
I -5.18 3.45 -2.05
H -1.45 3.07 -5.16
H -2.67 2.57 -3.82
H -0.87 3.04 -3.33
H -0.46 0.91 -5.36
H -0.08 0.72 -3.52
H -3.54 -1.80 -1.93
H -2.24 0.83 -1.24
H -5.21 0.65 -5.33
O 0.51 0.05 -0.16
P 1.45 -0.20 1.05
N 1.13 -1.90 1.00
C 1.15 -2.84 2.12
C 1.64 -2.59 -0.19
N 0.33 0.52 2.14
C -0.53 -0.24 3.04
C -0.46 1.65 1.62
N 2.53 -0.49 2.43
C 2.73 0.62 3.38
C 3.89 -0.80 1.94
H 2.16 -3.05 2.48
H 0.71 -3.81 1.81
H 0.54 -2.53 2.96
H 2.69 -2.89 -0.06
H 1.59 -1.96 -1.08
H 1.06 -3.49 -0.40
H -1.18 -0.93 2.50
H -1.16 0.41 3.65
H 0.07 -0.79 3.77
H -1.31 1.31 1.01
H 0.17 2.31 1.00
H -0.85 2.28 2.43
H 2.97 1.55 2.86
H 3.53 0.40 4.09
H 1.85 0.79 4.01
H 4.32 0.05 1.39
H 3.89 -1.66 1.26
H 4.56 -1.07 2.76
```

Properties
strongest force on any atom = 0.177 hartree/bohr
spin multiplicity = 1
net charge = -1
E_LUMO = 0.99 eV

Here are the Löwdin charges for atoms 1 to 2, given in e: number 1, C, carries -0.15; number 2, C, carries -0.41


(8)
This record from the Open Molecules 2025 dataset describes an isolated molecule of C5H9N3O in a non-equilibrium geometry. The level of theory is the ωB97M-V functional and the def2-TZVPD basis.

Structure (XYZ):
```
18
Properties=species:S:1:pos:R:3
H -1.06 -1.19 -2.27
N -1.37 -1.82 -1.28
C -1.06 -1.27 -0.23
N -0.31 -0.20 0.08
C 0.25 0.68 -0.88
C -0.34 0.65 -2.38
O 1.25 1.31 -0.49
C 0.37 -0.36 1.40
C 1.08 0.91 1.89
N 0.08 -1.43 2.05
H 0.29 -1.38 3.08
H -1.49 -1.58 0.82
H 0.18 0.11 -3.23
H -0.42 1.67 -2.90
H -1.39 0.34 -2.15
H 2.12 0.82 1.57
H 1.29 0.84 3.10
H 0.52 1.89 1.84
```

Properties
strongest force on any atom = 0.115 hartree/bohr
spin multiplicity = 1
net charge = 0
E_LUMO = 0.57 eV

Here are the natural (NBO) charges for atoms 1 to 2, given in e: number 1, H, carries 0.34; number 2, N, carries -0.64


(9)
This record from the Open Molecules 2025 dataset describes a cluster of 3 separate species, C5H14N2S in total in a non-equilibrium geometry. The level of theory is the ωB97M-V functional and the def2-TZVPD basis.

Structure (XYZ):
```
22
Properties=species:S:1:pos:R:3
C 1.20 -1.56 2.46
C -0.13 -1.28 1.73
S 0.01 -1.85 0.00
N 2.39 -0.87 1.91
H 1.41 -2.64 2.41
H 1.10 -1.30 3.52
H -0.41 -0.23 1.85
H -0.90 -1.89 2.23
H 2.29 0.14 2.12
H 2.31 -0.96 0.90
C -0.54 2.91 -2.44
C -1.00 1.83 -1.51
C -1.58 2.22 -0.35
N -0.87 0.51 -1.92
H -0.82 3.88 -2.05
H 0.55 2.90 -2.59
H -1.01 2.81 -3.44
H -1.71 1.50 0.44
H -1.73 3.28 -0.16
H -0.27 0.48 -2.75
H -0.40 -0.08 -1.21
H 1.29 -0.11 -0.43
```

Properties
strongest force on any atom = 0.067 hartree/bohr
spin multiplicity = 1
net charge = 0
E_LUMO = -2.11 eV

Here are the natural (NBO) charges for atoms 1 to 2, given in e: number 1, C, carries -0.24; number 2, C, carries -0.57


(10)
This record from the Open Molecules 2025 dataset describes a structure of composition FH2OPr in a non-equilibrium geometry. The level of theory is the ωB97M-V functional and the def2-TZVPD basis.

Structure (XYZ):
```
5
Properties=species:S:1:pos:R:3
H -0.10 1.82 -0.82
O 0.85 1.82 -0.63
H 1.37 1.91 -1.43
F -1.00 -0.07 0.95
Pr 1.03 -0.61 1.37
```

Properties
strongest force on any atom = 0.038 hartree/bohr
spin multiplicity = 4
net charge = +1
E_LUMO (alpha / beta) = -5.05 / -5.12 eV

Here are the Löwdin charges for atoms 1 to 2, given in e: number 1, H, carries 0.07; number 2, O, carries -0.07


(11)
This record from the Open Molecules 2025 dataset describes a structure of composition C18H15Cl3N5O2Re in a non-equilibrium geometry. The level of theory is the ωB97M-V functional and the def2-TZVPD basis.

Structure (XYZ):
```
44
Properties=species:S:1:pos:R:3
Re 0.25 0.04 -0.20
C -1.55 2.02 1.51
N -1.57 0.58 1.11
C -1.68 -0.36 2.27
C -0.44 -1.18 2.40
N 0.57 -1.06 1.51
C 1.55 -1.94 1.91
C 2.81 -2.23 1.37
C 3.60 -3.16 2.04
C 3.14 -3.81 3.20
C 1.88 -3.54 3.74
C 1.10 -2.60 3.07
N -0.16 -2.09 3.33
C -0.20 2.60 1.25
N 0.74 1.82 0.68
C 1.86 2.60 0.50
C 3.13 2.30 0.00
C 4.05 3.33 -0.08
C 3.71 4.63 0.32
C 2.48 4.93 0.88
C 1.56 3.90 0.98
N 0.25 3.83 1.45
H -1.82 2.13 2.57
H -2.31 2.57 0.94
H -2.41 0.44 0.55
H -2.54 -1.03 2.13
H -1.85 0.18 3.20
H 3.14 -1.77 0.45
H 4.58 -3.40 1.67
H 3.77 -4.53 3.68
H 1.53 -4.03 4.63
H -0.75 -2.37 4.11
H 3.38 1.29 -0.29
H 5.03 3.14 -0.47
H 4.44 5.42 0.21
H 2.25 5.93 1.22
H -0.24 4.61 1.87
Cl 1.71 2.35 -3.29
C 1.03 0.73 -3.30
Cl 0.66 0.11 -4.87
Cl -0.43 0.72 -2.24
C 2.19 -0.29 -2.49
O 3.12 -0.56 -3.16
O 1.85 -0.51 -1.32
```

Properties
strongest force on any atom = 0.090 hartree/bohr
spin multiplicity = 2
net charge = +3
E_LUMO (alpha / beta) = -13.30 / -12.62 eV

Here are the natural (NBO) charges for atoms 1 to 2, given in e: number 1, Re, carries 1.48; number 2, C, carries -0.29